(1)
# C26H25N3O5S

The molecule C26H25N3O5S in a non-equilibrium geometry (the ωB97M-V functional and the def2-TZVPD basis, OMol25).

```
60
Properties=species:S:1:pos:R:3:forces:R:3
C -6.250375 -2.524662 -1.106716 0.18 -0.06 0.26
C -5.578614 -2.634965 0.258237 -0.63 0.05 0.06
N -4.248415 -2.078770 0.269720 0.29 0.59 0.93
C -3.183075 -2.740683 -0.446798 0.61 0.05 -0.40
C -2.803446 -2.006041 -1.731553 -0.03 -0.23 0.16
S -3.791989 -1.059769 1.490724 0.01 0.04 -0.16
O -4.896456 -0.858863 2.379606 -0.10 0.02 -0.22
O -2.544000 -1.502476 2.048116 0.09 0.10 -0.28
C -3.445642 0.480786 0.630173 -0.32 -0.62 0.42
C -2.162619 0.971762 0.625514 0.13 0.16 -0.03
C -1.879270 2.175004 -0.019367 -0.25 -0.09 0.02
C -0.515178 2.751847 -0.067045 -0.21 0.51 -0.42
O -0.250860 3.811537 -0.577738 -0.01 -0.28 0.15
O 0.378836 1.928942 0.505678 0.20 -0.30 0.27
C 1.721890 2.259208 0.612991 0.44 0.16 -0.04
C 2.175303 3.543349 0.877780 -0.26 -0.05 0.01
C 3.538725 3.760747 1.000288 -0.03 -0.09 0.00
C 4.434026 2.718083 0.876295 0.02 -0.14 -0.01
C 3.977417 1.421654 0.634215 -0.33 0.47 0.08
C 4.949826 0.329835 0.520959 0.68 -0.19 -0.14
C 4.604069 -1.024858 0.782508 0.10 -0.10 -0.01
N 5.455750 -2.002286 0.669616 -0.24 -0.24 0.07
C 6.717467 -1.694715 0.295449 0.21 0.59 -0.10
C 7.678427 -2.711760 0.143860 0.22 -0.01 -0.05
C 8.958013 -2.385899 -0.212223 -0.18 -0.26 0.06
C 9.326711 -1.046375 -0.428171 -0.02 0.31 -0.02
C 8.415239 -0.036845 -0.292300 0.17 -0.12 -0.04
C 7.086490 -0.339442 0.068842 -0.05 -0.68 0.08
N 6.181497 0.649352 0.186601 -0.47 0.24 0.06
C 2.611682 1.200091 0.496722 -0.15 0.16 0.01
C -2.917711 2.868604 -0.637411 0.33 -0.11 0.14
C -4.207592 2.377646 -0.630353 -0.30 -0.18 0.04
C -4.491043 1.163111 0.000406 0.13 0.19 -0.11
O -5.697263 0.574784 0.042528 0.15 0.04 0.02
C -6.820478 1.272703 -0.453692 -0.21 0.12 -0.13
H -5.743758 -3.147100 -1.840301 0.01 -0.05 -0.14
H -7.283413 -2.854318 -1.031020 -0.11 -0.08 -0.04
H -6.232625 -1.494019 -1.447054 -0.01 0.12 -0.08
H -5.552615 -3.687966 0.573132 0.02 0.13 0.04
H -6.137041 -2.065255 1.000917 -0.14 -0.23 -0.08
H -2.317347 -2.780599 0.219630 -0.05 -0.25 -0.19
H -3.490979 -3.765101 -0.675715 -0.04 0.05 0.13
H -2.003978 -2.541653 -2.237591 0.11 -0.01 -0.11
H -3.655415 -1.934898 -2.402243 -0.08 0.03 -0.10
H -2.459306 -1.000438 -1.502716 0.05 0.08 -0.04
H -1.397602 0.407660 1.134366 0.11 -0.01 0.02
H 1.478567 4.359262 0.976657 -0.02 0.02 -0.01
H 3.897887 4.759316 1.197884 0.03 0.08 0.02
H 5.496113 2.880924 0.967532 0.07 0.03 0.01
H 3.611069 -1.295567 1.114601 -0.13 0.08 0.01
H 7.374522 -3.732328 0.317292 -0.03 -0.10 0.02
H 9.701374 -3.160586 -0.329926 0.03 -0.08 0.00
H 10.345908 -0.821277 -0.706353 0.07 0.05 -0.02
H 8.677323 0.996688 -0.457097 0.02 0.10 -0.02
H 2.215881 0.220438 0.280127 -0.05 -0.12 -0.02
H -2.690667 3.803895 -1.126795 0.00 0.07 -0.04
H -4.988100 2.939515 -1.117967 -0.09 0.01 -0.04
H -6.948585 2.233656 0.051541 0.04 -0.04 -0.01
H -6.748192 1.433302 -1.534294 0.01 -0.01 0.07
H -7.676363 0.635796 -0.238064 0.03 0.07 -0.04
```
Positions in Å, forces in eV/Å.

Energy in eV: -52910.664
Gap between HOMO and LUMO in eV: 8.36
Multiplicity: 1
Molecular weight in g mol⁻¹: 491.57
SMILES string: CCN(CC)S(=O)(=O)c1cc(C(=O)Oc2cccc(-c3cnc4ccccc4n3)c2)ccc1OC

***

(2)
# C21H29N3O3S

The molecule C21H29N3O3S in a non-equilibrium geometry (the ωB97M-V functional and the def2-TZVPD basis, OMol25).

```
57
Properties=species:S:1:pos:R:3:forces:R:3
C -2.484507 -0.954712 1.943385 -0.20 -0.10 -0.18
C -3.835983 -1.236612 1.284677 0.04 0.06 0.68
N -3.885756 -0.988750 -0.135826 -0.55 0.94 -0.47
C -2.982812 -1.691001 -1.018586 0.27 -0.22 -0.45
C -3.264177 -3.190093 -1.051607 0.03 0.35 0.09
S -4.417839 0.507972 -0.607525 -0.02 -0.25 0.10
O -5.567776 0.830016 0.186441 0.24 0.09 0.21
O -4.541253 0.496040 -2.033398 0.34 0.00 -0.06
C -3.102373 1.646582 -0.144586 -0.52 -0.28 -0.12
C -3.320208 2.545874 0.881944 -0.12 0.06 0.07
C -2.287631 3.375741 1.289187 -0.02 -0.05 0.02
C -1.039071 3.268595 0.698873 0.02 -0.08 -0.07
C -0.823074 2.354484 -0.328682 -0.36 -0.08 -0.07
C 0.510394 2.162523 -0.978875 0.00 0.16 0.25
O 0.638227 1.943634 -2.165794 -0.10 -0.13 -0.29
N 1.554895 2.226173 -0.118247 0.17 0.12 0.28
C 2.891409 1.831235 -0.490088 0.31 -0.17 0.04
C 3.323691 0.567807 0.296585 -0.12 0.11 -0.12
C 2.326558 -0.565969 0.162474 -0.06 0.05 0.13
C 1.646399 -0.840962 -1.018136 0.01 0.02 0.04
C 0.764366 -1.906189 -1.089598 -0.02 -0.07 -0.06
C 0.547993 -2.713091 0.013793 -0.02 -0.05 -0.02
C 1.219814 -2.446732 1.194709 0.00 -0.08 0.09
C 2.100688 -1.382732 1.264660 -0.01 0.03 -0.06
N 4.664094 0.083620 -0.002207 0.03 0.06 0.12
C 4.878320 -0.356651 -1.363591 0.00 -0.05 0.06
C 5.720803 0.964839 0.442223 -0.01 -0.05 -0.03
C -1.876187 1.559592 -0.770187 0.24 0.07 -0.10
H -2.568033 -1.120432 3.014341 0.03 -0.02 0.12
H -1.712025 -1.614201 1.554486 0.14 -0.04 0.00
H -2.176285 0.074399 1.774480 0.09 0.06 0.04
H -4.606425 -0.594751 1.714588 0.02 -0.25 0.18
H -4.120665 -2.277564 1.466307 -0.08 0.10 -0.03
H -3.162616 -1.267298 -2.007458 0.22 -0.15 0.00
H -1.935671 -1.512833 -0.738519 -0.09 0.02 -0.06
H -2.662396 -3.654320 -1.828535 0.08 -0.09 -0.04
H -3.020314 -3.656114 -0.100054 0.02 -0.13 0.09
H -4.313951 -3.365039 -1.268989 -0.11 -0.06 -0.03
H -4.297520 2.583464 1.336162 -0.09 0.06 0.10
H -2.453134 4.099248 2.073078 -0.02 0.06 0.05
H -0.239099 3.920342 1.019988 0.08 0.05 0.03
H 1.366880 2.310571 0.868504 -0.15 -0.06 -0.10
H 2.883117 1.654411 -1.565921 0.06 0.06 0.07
H 3.587121 2.648153 -0.271191 0.00 -0.10 -0.13
H 3.347451 0.849346 1.359763 -0.04 -0.03 -0.10
H 1.783526 -0.225564 -1.893016 0.02 0.13 -0.08
H 0.249305 -2.107005 -2.017586 -0.06 -0.01 -0.10
H -0.136081 -3.546954 -0.047998 -0.08 -0.08 0.00
H 1.059838 -3.070035 2.062532 -0.02 -0.05 0.07
H 2.628701 -1.186154 2.186681 0.07 0.04 0.10
H 4.090586 -1.049055 -1.649527 0.05 -0.04 -0.11
H 5.830645 -0.885241 -1.403601 0.02 -0.01 -0.09
H 4.914174 0.469725 -2.088250 -0.01 0.01 -0.06
H 5.541285 1.260960 1.474781 0.02 0.05 0.06
H 6.662761 0.417946 0.401421 0.08 0.07 0.02
H 5.826502 1.870717 -0.173395 0.04 0.04 0.01
H -1.726676 0.882055 -1.595069 0.11 -0.09 -0.14
```
Positions in Å, forces in eV/Å.

Energy in eV: -43695.769
Gap between HOMO and LUMO in eV: 9.04
Multiplicity: 1
Molecular weight in g mol⁻¹: 403.55
SMILES string: CCN(CC)S(=O)(=O)c1cccc(C(=O)NC[C@@H](c2ccccc2)N(C)C)c1

***

(3)
# C4H12N2O

The molecule C4H12N2O in a non-equilibrium geometry (the ωB97M-V functional and the def2-TZVPD basis, OMol25).

```
19
Properties=species:S:1:pos:R:3:forces:R:3
C -2.279301 -1.334231 -0.815112 -0.10 -0.53 0.67
C -0.799847 -1.058854 -0.871323 0.74 -0.54 -0.05
O -0.100322 -2.038062 -0.096886 -0.45 0.26 0.04
C -0.451722 0.363370 -0.392440 -0.49 -0.87 -0.69
N 0.976028 0.490089 -0.101059 -0.63 0.09 -0.87
C 1.299756 1.554177 0.815737 0.64 0.13 0.71
N 2.531214 1.239178 1.553130 0.05 -1.14 0.19
H -2.870508 -0.505708 -1.163011 -0.15 0.41 -0.53
H -2.510650 -2.233446 -1.391273 -0.12 0.14 0.12
H -2.603404 -1.482417 0.224125 0.24 -0.15 -0.14
H -0.464471 -1.233572 -1.906594 -0.03 0.52 -0.04
H 0.776416 -1.649697 0.015675 0.14 -0.03 0.22
H -1.054993 0.542176 0.494856 0.13 0.23 0.17
H -0.798654 0.998103 -1.222198 0.05 0.38 0.41
H 1.404874 0.660413 -1.006826 0.38 -0.05 0.26
H 0.491471 1.654098 1.530708 -0.42 0.13 -0.10
H 1.497931 2.513419 0.354158 -0.40 0.32 -0.45
H 2.322137 1.295827 2.542174 0.17 0.34 0.18
H 2.634053 0.225143 1.436150 0.27 0.34 -0.10
```
Positions in Å, forces in eV/Å.

Energy in eV: -9369.767
Gap between HOMO and LUMO in eV: 10.67
Multiplicity: 1
Molecular weight in g mol⁻¹: 104.15
SMILES string: C[C@H](O)CNCN

***

(4)
# C4H8O2

A cluster of 2 separate species, C4H8O2 in total (the ωB97M-V functional and the def2-TZVPD basis, OMol25).

```
14
Properties=species:S:1:pos:R:3:forces:R:3
C -0.201992 0.339700 -1.747618 0.10 0.11 0.04
C 0.550522 1.100284 -0.954671 -0.19 -0.13 -0.16
C 1.752933 0.544052 -0.291229 0.13 -0.32 -0.01
O 1.967627 -0.643188 -0.149249 -0.06 0.48 -0.08
H -1.084412 0.725457 -2.249976 0.14 -0.03 0.08
H 0.063960 -0.701405 -1.917764 -0.03 0.16 0.04
H 0.327641 2.150366 -0.777466 0.04 -0.16 -0.05
H 2.486670 1.289574 0.073920 -0.08 -0.09 0.02
C -1.318668 -0.850757 1.248651 -0.36 -0.13 -0.11
O -0.214100 -0.163609 1.796476 0.23 -0.12 0.08
H -2.102577 -0.113102 1.052273 0.10 -0.11 0.04
H -1.718320 -1.605145 1.941814 0.08 0.12 -0.10
H -1.070838 -1.346687 0.300201 -0.01 0.09 0.16
H 0.561560 -0.725546 1.674644 -0.09 0.14 0.06
```
Positions in Å, forces in eV/Å.

Energy in eV: -8371.059
Gap between HOMO and LUMO in eV: 10.25
Multiplicity: 1
Molecular weight in g mol⁻¹: 88.11
SMILES string: C=CC=O.CO

***

(5)
# C48H42Cl2N6O2P2S3Ta

A structure of composition C48H42Cl2N6O2P2S3Ta (the ωB97M-V functional and the def2-TZVPD basis, OMol25).

```
106
Properties=species:S:1:pos:R:3:forces:R:3
Ta 0.444395 0.057253 -0.009617 -0.12 -0.04 0.12
Cl 3.821688 -5.393688 2.967357 0.01 -0.01 0.00
C 2.560806 -4.359747 2.401538 -0.03 0.02 0.01
C 2.889996 -3.316650 1.548174 0.01 -0.01 0.02
C 1.895743 -2.477381 1.071319 -0.04 0.06 0.00
N 2.099844 -1.336123 0.281155 0.12 -0.06 -0.11
C 3.313585 -1.067999 -0.254315 -0.05 0.00 0.03
O 4.224669 -1.845513 -0.494381 0.02 -0.02 0.01
C 3.502583 0.403904 -0.466746 0.01 -0.01 -0.01
C 4.757015 0.916505 -0.732445 0.01 -0.01 0.00
C 4.919498 2.290064 -0.765389 -0.02 0.01 0.00
C 3.815263 3.094171 -0.525787 0.03 0.00 -0.01
C 2.589312 2.502060 -0.299512 -0.03 -0.01 0.00
N 2.425431 1.174922 -0.273841 0.09 0.05 -0.01
C 0.562567 -2.666655 1.459466 0.08 0.00 -0.06
C 0.240258 -3.714619 2.310887 0.00 -0.01 0.02
C 1.240501 -4.560741 2.775514 0.02 0.00 -0.01
Cl 0.794528 -5.854374 3.830504 0.00 0.00 0.00
N -0.334023 -1.755493 0.851445 -0.03 -0.06 0.00
C -1.682927 -1.922222 1.018447 -0.03 0.04 0.01
O -2.264043 -2.583857 1.855204 0.03 -0.03 0.00
C -2.452331 -1.275904 -0.087371 -0.02 0.00 -0.04
C -3.786951 -1.573862 -0.272694 0.01 -0.01 0.02
C -4.409181 -1.117740 -1.422751 -0.01 0.02 -0.01
C -3.655787 -0.411138 -2.343869 0.00 0.00 0.01
C -2.326875 -0.139035 -2.066849 0.01 -0.01 -0.02
N -1.731869 -0.539421 -0.938965 0.08 0.01 0.03
H 3.917715 -3.178800 1.255268 0.00 0.00 0.00
H 5.571482 0.221293 -0.877777 0.00 0.00 0.00
H 5.889787 2.727137 -0.959349 0.00 0.00 0.00
H 3.891402 4.172275 -0.518920 0.00 0.00 0.00
H 1.703588 3.096374 -0.145446 -0.01 0.00 0.02
H -0.772348 -3.881076 2.632762 -0.02 0.01 -0.01
H -4.286014 -2.171709 0.476852 -0.01 0.00 -0.01
H -5.454158 -1.328287 -1.608008 0.00 0.00 0.00
H -4.079553 -0.063801 -3.275346 -0.01 -0.01 0.00
H -1.717375 0.409473 -2.766591 -0.01 0.00 0.01
S 1.385195 0.235387 2.516631 0.03 0.03 0.02
P -0.227182 1.407398 2.738702 0.05 0.05 -0.08
C -0.603379 1.509813 1.064684 -0.30 0.12 0.07
P -1.287536 2.628635 -0.024330 0.08 -0.03 0.10
S -0.244194 2.114232 -1.675830 0.07 0.01 -0.08
C -3.073243 2.496195 -0.249926 0.03 0.01 0.00
C -3.695816 3.229239 -1.261053 -0.01 -0.02 0.00
C -5.070288 3.169581 -1.404804 0.00 0.01 -0.01
C -5.828536 2.394331 -0.531452 0.00 0.00 0.01
C -5.210573 1.670561 0.475282 0.00 -0.01 0.00
C -3.828045 1.714646 0.613144 -0.02 -0.01 -0.02
C -1.049679 4.365364 0.408147 0.03 -0.02 0.00
C -1.785736 4.882572 1.474410 0.00 0.01 0.00
C -1.570737 6.181851 1.898763 -0.01 -0.01 0.00
C -0.632815 6.975674 1.249088 0.00 0.00 -0.01
C 0.085048 6.471697 0.175049 0.00 0.01 0.00
C -0.118403 5.163647 -0.245237 -0.01 -0.01 0.01
C 0.135959 2.985142 3.538485 -0.01 -0.04 0.04
C 1.084748 3.807913 2.931653 0.00 0.02 -0.01
C 1.416639 5.026080 3.493782 0.01 0.00 -0.01
C 0.809097 5.429954 4.677296 0.00 -0.01 0.00
C -0.116384 4.607224 5.299151 -0.01 0.00 0.00
C -0.452784 3.382750 4.735266 0.01 0.02 -0.01
C -1.529316 0.620599 3.707655 0.00 0.00 -0.04
C -1.352381 -0.658853 4.219180 0.00 0.00 0.02
C -2.391085 -1.281795 4.899106 0.00 0.01 -0.01
C -3.601352 -0.630574 5.066767 0.00 -0.02 0.00
C -3.784103 0.651031 4.556385 0.00 0.02 -0.01
C -2.752611 1.275154 3.877940 0.00 -0.03 0.00
H -3.103891 3.840880 -1.932936 0.00 0.00 0.00
H -5.556397 3.732624 -2.190598 0.00 0.00 0.00
H -6.905092 2.361745 -0.637927 0.00 0.00 0.00
H -5.798926 1.066620 1.154839 0.00 0.00 0.00
H -3.337722 1.137004 1.387071 0.00 -0.01 -0.02
H -2.530184 4.269000 1.970561 0.00 0.01 0.00
H -2.135782 6.578677 2.731777 0.00 0.00 0.00
H -0.470481 7.994286 1.576432 0.00 0.00 0.00
H 0.799202 7.098954 -0.342473 0.00 0.00 0.00
H 0.429359 4.768276 -1.092768 0.00 0.00 0.00
H 1.569626 3.480230 2.021392 0.01 -0.01 -0.01
H 2.151047 5.660782 3.015085 0.00 0.00 0.00
H 1.069614 6.382048 5.121090 0.00 0.00 0.00
H -0.574999 4.911098 6.230790 0.00 0.00 0.00
H -1.165322 2.742286 5.236365 0.01 0.00 0.01
H -0.409646 -1.171481 4.072280 0.00 0.00 0.00
H -2.251409 -2.281794 5.287073 0.00 0.00 0.00
H -4.409144 -1.119001 5.595846 0.00 0.00 0.00
H -4.728676 1.162035 4.691507 0.00 0.00 0.00
H -2.896960 2.275392 3.483388 -0.01 0.00 0.00
C 4.845492 -2.584134 -3.736571 0.00 0.01 0.00
C 3.519669 -1.848522 -3.768034 -0.01 -0.03 -0.01
N 2.487517 -2.684814 -3.148121 0.01 0.03 0.01
C 1.416873 -2.259196 -2.497656 0.02 -0.03 -0.07
S 1.011009 -0.564513 -2.501326 -0.02 -0.03 0.05
N 0.608194 -3.142845 -1.925873 -0.03 -0.01 0.02
C 0.751333 -4.597176 -2.000823 0.01 -0.02 0.03
C 1.776501 -5.179323 -1.036708 -0.02 0.01 -0.02
H 5.613245 -1.978265 -4.215245 0.01 0.00 0.00
H 4.787637 -3.529248 -4.280940 0.01 0.00 0.00
H 5.146618 -2.777642 -2.706809 -0.01 0.00 -0.01
H 3.222785 -1.605109 -4.789877 -0.01 0.00 0.01
H 3.577921 -0.918194 -3.207125 0.00 0.01 0.00
H 2.679272 -3.675798 -3.137159 0.00 0.01 0.01
H -0.154661 -2.757131 -1.390254 0.00 0.01 0.00
H 0.977876 -4.862421 -3.037499 0.00 0.01 0.00
H -0.233980 -5.011598 -1.792603 0.00 0.00 -0.01
H 2.750104 -4.694912 -1.127604 0.01 0.00 0.01
H 1.901915 -6.244434 -1.232128 -0.01 0.00 -0.01
H 1.444336 -5.056836 -0.007295 0.00 0.00 0.00
```
Positions in Å, forces in eV/Å.

Energy in eV: -141176.650
Net charge: +1
Gap between HOMO and LUMO in eV: 6.78
Multiplicity: 1
Molecular weight in g mol⁻¹: 1144.91